Model one:
Density functional theory data (the ωB97M-V functional and the def2-TZVPD basis) for a 2-piece molecular cluster, C2H3ClF2S overall.

Output
HOMO-LUMO gap: 9.030 eV
HOMO level: -9.548 eV
Spin multiplicity: 1
Structure (SMILES): C=C(F)F.SCl

CARTESIAN COORDINATES (ANGSTROEM)
C1 1.47338 -0.26432 -0.03237
C2 0.21383 -0.42312 -0.30427
F1 -0.28552 0.31030 -1.32275
F2 -0.62730 -1.23847 0.26970
H1 2.29669 0.31490 -0.47058
H2 1.95751 -0.73916 0.76862
S1 -3.74124 -1.19071 0.24189
Cl1 -3.58308 0.88877 -0.04051
H3 -3.18496 -0.90850 1.44424

Model two:
Density functional theory data (the ωB97M-V functional and the def2-TZVPD basis) for a 2-piece molecular cluster, C2H3ClF2S overall.

Output
HOMO-LUMO gap: 8.990 eV
HOMO level: -9.875 eV
Spin multiplicity: 1
Structure (SMILES): C=C(F)F.SCl

CARTESIAN COORDINATES (ANGSTROEM)
C1 -1.23414 0.03902 -0.77634
C2 -1.76792 0.03320 0.45332
F1 -1.41083 0.83570 1.46091
F2 -2.84440 -0.65886 0.87789
H1 -0.37276 0.74561 -1.09411
H2 -1.70199 -0.76645 -1.43472
S1 3.38951 0.57194 0.40722
Cl1 2.61735 -1.34570 0.96945
H3 3.32517 0.54555 -0.86362

Which one is most stable, and which one is least stable? model two is the most stable of them, while model one is the least stable.

Model one:
Density functional theory data (the ωB97M-V functional and the def2-TZVPD basis) for a 2-piece molecular cluster, C5H9NO4 overall.

Output
HOMO-LUMO gap: 11.301 eV
HOMO level: -11.007 eV
Spin multiplicity: 1
Structure (SMILES): CCOC(=O)[C@@H](O)C#N.O

CARTESIAN COORDINATES (ANGSTROEM)
C1 -2.40228 -1.28449 0.33499
C2 -1.32731 -0.35268 -0.16222
O1 -0.17084 -0.46679 0.69620
C3 0.82963 0.35461 0.50578
O2 0.96412 1.10141 -0.42952
C4 1.92714 0.26680 1.57802
O3 2.92162 1.20988 1.45313
C5 1.32081 0.35936 2.93889
N1 0.93373 0.65305 4.00511
H1 -2.07991 -2.33224 0.27686
H2 -2.66577 -1.06792 1.37866
H3 -3.30133 -1.15050 -0.28048
H4 -1.00919 -0.56908 -1.18918
H5 -1.67261 0.68884 -0.15462
H6 2.34500 -0.75351 1.50961
H7 3.45406 1.17373 0.65181
O4 0.09391 0.65458 -4.74207
H8 0.47023 1.37898 -4.22263
H9 -0.63100 0.13599 -4.14836

Model two:
Density functional theory data (the ωB97M-V functional and the def2-TZVPD basis) for one molecule with the formula C5H9NO4.

Output
HOMO-LUMO gap: 9.388 eV
HOMO level: -8.987 eV
Spin multiplicity: 1
Structure (SMILES): N[C@@H](CCC(=O)O)C(=O)O

CARTESIAN COORDINATES (ANGSTROEM)
N1 1.52627 1.74480 0.47353
C1 1.35114 0.39187 0.78597
C2 -0.10372 -0.32176 0.96209
C3 -1.09469 0.37646 -0.04258
C4 -2.52162 -0.17501 -0.04682
O1 -2.90845 -1.22536 0.33082
O2 -3.27262 0.82389 -0.78016
C5 2.10900 -0.43287 -0.31978
O3 2.75906 0.18215 -1.12484
O4 1.85943 -1.69264 -0.17265
H1 1.36669 2.46328 1.21203
H2 2.28023 2.20833 -0.00686
H3 1.72476 0.26702 1.77042
H4 -0.33290 -0.45726 2.03480
H5 0.35387 -1.31251 0.62424
H6 -0.68218 0.37323 -1.01330
H7 -1.19545 1.36310 0.20261
H8 -2.66945 1.34630 -1.49389
H9 2.53061 -2.20150 -0.70338

Which one is most stable, and which one is least stable? model one is the most stable of them, while model two is the least stable.

Model one:
Density functional theory data (the ωB97M-V functional and the def2-TZVPD basis) for one molecule with the formula C3H7NS2.

Output
HOMO-LUMO gap: 9.426 eV
HOMO level: -8.677 eV
Spin multiplicity: 1
Structure (SMILES): CCS/C=N\S

CARTESIAN COORDINATES (ANGSTROEM)
C1 3.24778 -0.50634 0.07473
C2 2.20952 0.55753 -0.00165
S1 0.63522 -0.38866 -0.08804
C3 -0.45162 1.05180 -0.00826
N1 -1.75142 1.00605 -0.00017
S2 -2.58826 -0.51088 0.05636
H1 3.14590 -0.99816 1.10499
H2 4.33595 -0.09991 -0.01258
H3 3.17041 -1.22646 -0.76345
H4 2.15472 1.28180 -0.78576
H5 2.24420 1.20619 0.89972
H6 0.05798 1.99454 -0.05120
H7 -1.63468 -1.42555 -0.27257

Model two:
Density functional theory data (the ωB97M-V functional and the def2-TZVPD basis) for one molecule with the formula C3H7NS2.

Output
HOMO-LUMO gap: 8.868 eV
HOMO level: -8.454 eV
Spin multiplicity: 1
Structure (SMILES): CSNC(C)=S

CARTESIAN COORDINATES (ANGSTROEM)
C1 -1.97521 0.76141 0.85382
S1 -1.61046 -0.50503 -0.44561
N1 -0.08157 -1.00927 -0.23357
C2 1.01846 -0.26033 -0.00633
C3 2.13434 -1.05315 0.49213
S2 1.16542 1.32184 -0.28003
H1 -1.81668 0.46322 1.93549
H2 -1.30436 1.75567 0.59753
H3 -3.19222 0.93026 0.57953
H4 -0.15491 -1.99082 0.25712
H5 2.07311 -2.06584 0.03638
H6 3.19916 -0.58849 0.20984
H7 1.82187 -1.19574 1.59174

Model three:
Density functional theory data (the ωB97M-V functional and the def2-TZVPD basis) for one molecule with the formula C3H7NS2.

Output
HOMO-LUMO gap: 9.581 eV
HOMO level: -8.735 eV
Spin multiplicity: 1
Structure (SMILES): C=NSCSC

CARTESIAN COORDINATES (ANGSTROEM)
C1 0.07538 0.46139 -3.46544
N1 -0.13664 0.15710 -2.25590
S1 0.34123 1.23425 -1.07583
C2 0.15492 0.00768 0.27319
S2 0.12164 0.89822 1.86596
C3 -0.21566 -0.53086 2.93862
H1 -0.16130 -0.20502 -4.32438
H2 0.56344 1.38879 -3.82929
H3 -0.85172 -0.47768 0.10768
H4 1.00537 -0.65554 0.21123
H5 -0.20339 -0.19321 4.00430
H6 -1.25784 -0.79787 2.69653
H7 0.56457 -1.28725 2.85334

Which one is most stable, and which one is least stable? model one is the most stable of them, while model two is the least stable.

Model one:
Density functional theory data (the ωB97M-V functional and the def2-TZVPD basis) for a 5-piece molecular cluster, H12NO4 overall.

Output
HOMO-LUMO gap: 11.326 eV
HOMO level: -14.732 eV
Charge: +1
Spin multiplicity: 1

CARTESIAN COORDINATES (ANGSTROEM)
N1 1.05419 -0.43161 0.13598
H1 0.43162 -1.10355 0.79180
H2 1.27390 0.46574 0.55977
H3 1.96689 -0.80744 -0.11982
H4 0.40130 -0.27088 -0.66671
H5 -4.48013 0.97943 0.60469
H6 -4.89761 0.98845 2.05477
O1 -4.14701 0.75037 1.48677
H7 3.03897 2.93331 -0.58502
H8 1.51351 3.14626 -0.66031
O2 2.18693 2.61377 -0.23846
H9 1.66423 -2.26767 -2.42539
H10 2.64313 -2.50058 -3.39751
O3 2.38806 -1.75826 -2.85788
H11 -1.99215 -0.46250 1.59680
H12 -1.69954 -1.92200 1.93585
O4 -1.33341 -1.12554 1.52948

Model two:
Density functional theory data (the ωB97M-V functional and the def2-TZVPD basis) for a 5-piece molecular cluster, H12NO4 overall.

Output
HOMO-LUMO gap: 11.693 eV
HOMO level: -14.710 eV
Charge: +1
Spin multiplicity: 1

CARTESIAN COORDINATES (ANGSTROEM)
N1 0.54017 0.62148 -0.24908
H1 1.16887 0.83443 -1.07166
H2 0.95556 -0.14040 0.37863
H3 0.66226 1.48654 0.34449
H4 -0.29731 0.30687 -0.81461
H5 -2.28538 0.73936 -1.79965
H6 -2.40572 -0.71003 -1.21836
O1 -1.87935 0.14688 -1.22142
H7 2.58619 -1.57206 1.88507
H8 1.68119 -2.57519 1.20532
O2 1.87342 -1.66000 1.25476
H9 -5.07372 -1.56566 -0.24193
H10 -3.97765 -2.14905 0.69996
O3 -4.15682 -1.83758 -0.28908
H11 3.83183 2.01151 0.04655
H12 3.62757 3.46523 0.66649
O4 3.14886 2.59768 0.42452

Which one is most stable, and which one is least stable? model two is the most stable of them, while model one is the least stable.